Version P
# C10H14N3S

An isolated ion of composition C10H14N3S and charge +1 (ωB97M-V/def2-TZVPD, OMol25).

Summary:
Kohn-Sham gap   8.29 eV
Net charge   +1

CARTESIAN COORDINATES (ANGSTROEM)
C  -1.26625  -2.03704  1.48923
C  -0.82079  -0.59758  1.31968
N  -1.93465  0.39993  1.77325
C  -0.54050  -0.30617  -0.20327
C  -0.04274  1.32271  -0.53401
C  0.02579  2.03595  -1.68632
C  0.67021  3.35790  -1.53517
C  0.97509  3.59280  -0.26647
S  0.68791  2.21926  0.76921
N  0.56376  -1.12203  -0.64546
C  1.85576  -1.32282  -0.06924
C  2.49377  -2.18602  -0.95810
N  1.61966  -2.63250  -1.92211
C  0.49402  -1.99343  -1.73261
H  -2.36547  -2.06359  1.38139
H  -0.82942  -2.73624  0.73181
H  -0.90045  -2.35206  2.36222
H  0.20336  -0.54521  1.82500
H  -1.48695  1.27751  2.26214
H  -2.49097  -0.04345  2.49359
H  -2.48028  0.91390  1.03335
H  -1.31171  -0.41950  -0.85190
H  -0.36870  1.70888  -2.72639
H  0.86662  4.14627  -2.20271
H  1.37546  4.57161  0.18706
H  1.96620  -0.71923  0.78653
H  3.52093  -2.51926  -0.85281
H  -0.47968  -1.95060  -2.22787

These are the natural (NBO) partial charges, in e, on atoms 1 to 4: -0.64, -0.06, -0.72, -0.02

Version Q
# C10H14N3S

An isolated ion of composition C10H14N3S and charge +1 (ωB97M-V/def2-TZVPD, OMol25).

Summary:
Kohn-Sham gap   8.74 eV
Net charge   +1

CARTESIAN COORDINATES (ANGSTROEM)
C  -3.57569  -2.18545  -0.08403
C  -3.78448  -0.84097  -0.36886
C  -2.28734  -2.69836  -0.01919
C  -2.71493  -0.00126  -0.58899
C  -1.20042  -1.87320  -0.22573
C  -1.40578  -0.51576  -0.51799
C  -0.32530  0.34672  -0.73499
C  1.97531  1.24772  0.06978
C  3.45419  1.26284  -0.25940
C  1.28729  -0.59326  1.52531
N  -0.02596  1.34853  -1.39287
N  1.42816  0.00218  0.22319
N  1.23142  1.90134  -1.20099
S  1.67682  2.55782  1.41026
H  -4.42001  -2.83509  0.08444
H  -4.78932  -0.45135  -0.42203
H  -2.13134  -3.74427  0.19502
H  -2.86605  1.04283  -0.81364
H  -0.19352  -2.25844  -0.20049
H  3.65744  0.61402  -1.10869
H  4.00156  0.87351  0.59621
H  3.80685  2.27287  -0.45312
H  1.79188  -1.56008  1.50812
H  1.74411  0.03056  2.29685
H  0.24044  -0.75932  1.78736
H  1.16027  2.91819  -1.02259
H  1.79888  1.76458  -2.05313
H  0.46552  2.13309  1.77018

These are the natural (NBO) partial charges, in e, on atoms 1 to 4: -0.13, -0.21, -0.20, -0.14

How far above the most stable structure does each one sit? In kJ/mol: version P 0.0; version Q 32.1.

Version P
# C2H15NO5

A 5-piece molecular cluster, C2H15NO5 overall (ωB97M-V/def2-TZVPD, OMol25).

Summary:
Kohn-Sham gap   8.46 eV
Net charge   0

CARTESIAN COORDINATES (ANGSTROEM)
C  1.63067  1.00825  -0.55047
N  1.18515  1.89168  0.52065
C  1.23677  1.09788  1.84425
O  0.14059  0.24833  1.70497
H  1.00528  0.17754  -0.87529
H  2.74703  0.69085  -0.33370
H  1.73876  1.74871  -1.37753
H  0.17459  2.18914  0.47286
H  2.09339  0.40531  1.94732
H  1.17455  1.88086  2.64473
H  -0.68746  0.67224  1.65199
O  -2.41446  1.37990  0.96508
H  -2.95807  0.59936  0.98453
H  -3.04646  2.08756  0.53073
O  -0.97705  -0.59844  -2.14052
H  -1.61709  0.04297  -1.93878
H  -1.31353  -1.35229  -2.76802
O  2.29528  -2.06673  -0.40842
H  2.56204  -1.11344  -0.64043
H  1.30596  -1.91949  -0.47970
O  -2.20016  -3.08653  -1.01914
H  -1.29956  -3.12500  -0.60231
H  -2.77623  -2.85866  -0.13279

These are the natural (NBO) partial charges, in e, on atoms 1 to 4: -0.44, -0.65, 0.08, -0.75

Version Q
# C2H15NO5

A 6-piece molecular cluster, C2H15NO5 overall (ωB97M-V/def2-TZVPD, OMol25).

Summary:
Kohn-Sham gap   7.88 eV
Net charge   0

CARTESIAN COORDINATES (ANGSTROEM)
C  -0.44373  3.31104  3.30756
C  -1.64418  2.58422  3.22942
N  -2.10514  1.92896  2.12614
H  0.39852  3.20252  2.54488
H  -0.29397  4.12507  4.02526
H  -2.43848  2.67420  4.02811
H  -1.39115  1.75523  1.53958
H  -2.92477  1.23823  2.18268
O  3.39917  1.15190  -3.42264
H  2.89859  1.74196  -3.02978
H  2.81628  0.63483  -3.90300
O  2.30779  1.39630  1.26424
H  2.35978  0.70029  0.54140
H  3.13996  1.56351  1.49442
O  -1.08505  -2.74028  -1.85676
H  -1.63184  -2.74937  -1.07687
H  -0.69538  -1.86600  -1.69649
O  -1.51295  -6.27919  -2.40588
H  -1.20423  -5.36120  -2.61570
H  -2.26206  -6.40869  -3.04760
O  0.39969  0.19510  -0.48386
H  0.92162  0.32807  0.31896
H  -0.49858  -0.24360  -0.17152

These are the natural (NBO) partial charges, in e, on atoms 1 to 4: -0.57, 0.02, -0.81, 0.20

How far above the most stable structure does each one sit? In kJ/mol: version P 0.0; version Q 32.4.

Version P
# C10H10N2

A 2-piece molecular cluster, C10H10N2 overall (ωB97M-V/def2-TZVPD, OMol25).

Summary:
Kohn-Sham gap   9.46 eV
Net charge   0

CARTESIAN COORDINATES (ANGSTROEM)
C  1.69056  2.76413  -2.57490
C  0.41580  2.44406  -1.87892
C  0.58930  1.40556  -1.04235
N  1.55838  0.45424  -0.79573
C  2.70230  0.84533  -1.52242
C  2.81392  1.94700  -2.44206
H  1.53610  3.62891  -3.09444
H  -0.45262  2.78946  -1.93125
H  -0.19399  1.23912  -0.22631
H  3.41376  -0.12827  -1.58121
H  3.87155  2.16129  -2.75368
C  -1.72268  -2.88466  2.24364
C  -2.92653  -2.12192  2.25079
C  -2.77380  -0.83487  1.58754
N  -1.48025  -0.36050  1.15017
C  -0.44918  -1.15723  1.01557
C  -0.51244  -2.40562  1.68593
H  -1.59846  -3.66923  2.85290
H  -3.79309  -2.55111  2.78220
H  -3.52514  -0.06997  1.55329
H  0.44614  -0.51813  0.52172
H  0.39038  -2.97758  2.19954

These are the natural (NBO) partial charges, in e, on atoms 1 to 4: -0.13, -0.25, 0.03, -0.45

Version Q
# C10H10N2

C10H10N2 as an isolated structure (ωB97M-V/def2-TZVPD, OMol25).

Summary:
Kohn-Sham gap   9.44 eV
Net charge   0

CARTESIAN COORDINATES (ANGSTROEM)
C  -1.32210  0.61972  -3.42811
C  -0.49121  0.63994  -2.24798
C  0.74242  0.20370  -2.47420
C  1.41443  -0.22189  -1.34243
C  0.85904  0.00929  -0.14079
C  1.40133  -0.71696  1.37204
C  0.49406  -0.53544  2.52300
C  -1.21323  0.24551  1.30517
C  -0.48352  0.29924  0.05895
C  -1.18574  0.84252  -1.02574
H  1.17702  0.02700  -3.49345
H  2.32608  -1.08622  -1.46791
H  1.77029  -1.81020  1.17805
H  2.57684  -0.48718  1.84469
H  -0.36914  -1.41041  2.39081
H  0.95639  -0.83283  3.51419
H  0.05063  1.51147  1.79091
H  -1.79373  -0.72926  1.36408
H  -2.21228  0.81599  0.91881
H  -2.26511  0.95251  -0.98602
N  -2.07836  1.11373  -4.22297
N  -0.35411  0.54976  2.56890

These are the natural (NBO) partial charges, in e, on atoms 1 to 4: 0.26, -0.15, -0.20, -0.16

Version R
# C10H10N2

A 2-piece molecular cluster, C10H10N2 overall (ωB97M-V/def2-TZVPD, OMol25).

Summary:
Kohn-Sham gap   9.91 eV
Net charge   0

CARTESIAN COORDINATES (ANGSTROEM)
C  -3.62093  1.07069  -0.28053
C  -3.45201  0.75658  1.11952
C  -2.77790  -0.45855  1.24528
N  -2.64441  -1.34645  0.23355
C  -2.74469  -0.89698  -1.00060
C  -3.26343  0.31431  -1.29467
H  -4.36426  1.92948  -0.51952
H  -3.94763  1.63855  1.89153
H  -2.67075  -0.81799  2.31879
H  -2.70951  -1.78790  -1.68299
H  -3.16772  1.07740  -2.28561
C  1.91606  0.51652  -0.09155
C  2.12945  -0.92146  0.09434
C  3.41721  -1.33298  -0.00388
N  4.39374  -0.36748  0.09675
C  4.14924  0.92886  -0.02987
C  2.79510  1.53234  -0.07488
H  0.82986  0.74906  0.31553
H  1.27343  -1.65515  -0.03901
H  3.64954  -2.52394  -0.25576
H  4.91632  1.70580  0.00728
H  2.65681  2.62622  -0.16127

These are the natural (NBO) partial charges, in e, on atoms 1 to 4: -0.18, -0.26, 0.01, -0.41

How far above the most stable structure does each one sit? In kJ/mol: version P 0.0; version Q 224.5; version R 8.1.

Version P
# C4H9NO3

One molecule with the formula C4H9NO3 (ωB97M-V/def2-TZVPD, OMol25).

Summary:
Kohn-Sham gap   8.40 eV
Net charge   0

CARTESIAN COORDINATES (ANGSTROEM)
C  -1.91735  -0.64025  -0.49046
C  -0.50592  -0.93126  0.04922
O  -0.02039  -2.15617  -0.46812
C  0.44530  0.19447  -0.25608
O  0.67649  0.45520  -1.62525
C  1.17383  0.90239  0.62060
N  1.19910  0.73772  1.99251
O  2.04261  1.86163  0.19144
H  -1.91467  -0.58974  -1.57869
H  -2.28871  0.29916  -0.08776
H  -2.58723  -1.44369  -0.19759
H  -0.56039  -1.07587  1.13195
H  0.37790  -1.97408  -1.32846
H  -0.17404  0.59887  -2.05613
H  1.64212  1.51600  2.45703
H  0.33816  0.44069  2.42030
H  2.07318  1.80495  -0.77451

These are the natural (NBO) partial charges, in e, on atoms 1 to 4: -0.63, 0.06, -0.71, 0.03

Version Q
# C4H9NO3

A 2-piece molecular cluster, C4H9NO3 overall (ωB97M-V/def2-TZVPD, OMol25).

Summary:
Kohn-Sham gap   10.47 eV
Net charge   0

CARTESIAN COORDINATES (ANGSTROEM)
C  -1.98873  -0.95263  -0.89074
C  -0.85254  -0.00601  -0.45581
C  -1.09457  0.59228  0.93463
O  -0.62858  0.13087  1.93481
N  0.45298  -0.62813  -0.53713
C  1.55774  0.08052  -0.84872
O  2.66609  -0.41039  -0.76620
H  -2.51852  -0.55114  -1.75967
H  -2.73181  -1.08195  -0.09951
H  -1.56156  -1.94550  -1.02805
H  -0.82175  0.88039  -1.09219
H  -1.78787  1.46156  0.88631
H  0.53210  -1.42277  0.08387
H  1.39957  1.12658  -1.13985
O  2.49422  1.31334  1.70688
H  1.70328  0.75886  1.56686
H  3.17995  0.65411  1.50449

These are the natural (NBO) partial charges, in e, on atoms 1 to 4: -0.62, -0.16, 0.45, -0.52

Version R
# C4H9NO3

One molecule with the formula C4H9NO3 (ωB97M-V/def2-TZVPD, OMol25).

Summary:
Kohn-Sham gap   7.23 eV
Net charge   0

CARTESIAN COORDINATES (ANGSTROEM)
C  -1.74193  0.53140  -0.54716
C  0.28469  -1.69651  -0.08208
C  0.47924  -0.47722  -0.94131
N  2.05108  0.58668  0.56491
C  0.94399  0.75041  -0.30940
O  -0.98294  0.04931  -1.43844
O  -2.32667  -0.30653  0.32130
O  -0.34766  1.42734  0.56291
H  -2.91851  0.18965  0.90264
H  -0.22160  0.97757  1.41131
H  -2.27723  1.45777  -0.76666
H  2.53121  -0.29133  0.43252
H  2.71229  1.34839  0.52285
H  1.03067  1.58788  -0.99794
H  1.26885  -2.14358  0.08881
H  -0.18608  -1.55250  0.90250
H  -0.29941  -2.43874  -0.62677

These are the natural (NBO) partial charges, in e, on atoms 1 to 4: 0.74, -0.69, -0.06, -0.84

How far above the most stable structure does each one sit? In kJ/mol: version P 11.4; version Q 0.0; version R 354.8.